(A)
This record from the OMol25 dataset describes one molecule with the formula C3H10N4. The level of theory is ωB97M-V/def2-TZVPD.

The HOMO energy comes out at -7.389 eV. The frontier orbital gap comes out at 8.4 eV. The structure (SMILES) is CN(C)/C(N)=N/N. The calculation puts the LUMO energy at 0.987 eV. The molar mass comes out at 102.14 g mol⁻¹.

Geometry as ORCA input:
```
! wB97M-V def2-TZVPD RIJCOSX def2/J DEFGRID3
* xyz 0 1
N -1.4383 -0.7150 -0.0431
N -1.8735 -1.9016 -0.5680
N 0.4449 0.5951 0.4121
N 0.7148 -1.5752 -0.3581
C 1.7439 1.0254 -0.0899
C -0.1372 -0.5740 0.0028
C -0.5266 1.6937 0.7923
H -2.8836 -1.9639 -0.4305
H 0.1583 -2.4231 -0.4326
H -1.7390 -1.8842 -1.5826
H 1.4985 -1.6600 0.2737
H -1.3097 1.3507 1.4747
H 2.5148 0.2703 0.0970
H 1.6998 1.2185 -1.1675
H 0.0282 2.4721 1.3243
H 2.0695 1.9456 0.4072
H -0.9649 2.1255 -0.1117
*
```

---

(B)
This record from the OMol25 dataset describes one molecule with the formula C3H10N4. The level of theory is ωB97M-V/def2-TZVPD.

The HOMO energy comes out at -9.175 eV. The frontier orbital gap comes out at 10.1 eV. The structure (SMILES) is [H]/N=C(/C)NCNN. The calculation puts the LUMO energy at 0.975 eV. The molar mass comes out at 102.14 g mol⁻¹.

Geometry as ORCA input:
```
! wB97M-V def2-TZVPD RIJCOSX def2/J DEFGRID3
* xyz 0 1
N -1.1631 -0.0164 0.1820
N 0.3129 0.2224 2.0613
N 0.8396 -0.7823 -1.8394
N 0.5502 -1.5775 -0.6581
C 0.0621 2.1111 0.5982
C -0.1693 0.6620 0.9481
C -0.8424 -1.3728 -0.1928
H 0.2261 2.2085 -0.4784
H -1.5297 -1.7025 -0.9820
H 1.2289 -1.5419 0.1076
H 0.9232 2.5087 1.1420
H 1.5479 -1.2474 -2.4136
H 1.2431 0.1213 -1.5750
H 0.0326 -0.7467 2.2083
H -1.4412 0.4947 -0.6518
H -0.8215 2.6918 0.8750
H -0.9993 -2.0331 0.6686
*
```

---

Energy relative to the most stable one, in kJ/mol: (A) 0.0; (B) 9.4